C4H15NO3 | ωB97M-V/def2-TZVPD

LUMO level	0.01132	Ha
spin multiplicity	1
SMILES	C[C@H](O)[C@@H](C)N.O.O
calculated total energy	-12023.0736	eV
energy relative to the best compared isomer or geometry (same formula, charge and spin)	26.4	kcal/mol
HOMO level	-9.03	eV

The geometry in XYZ format:
```
23
Properties=species:S:1:pos:R:3:forces:R:3
O -1.4992 0.9034 2.1786 -0.4 -0.1 -0.6
O 1.4068 -0.3562 -2.5111 -0.1 -0.4 0.0
H 3.1440 -2.9710 -0.7197 0.1 0.0 0.1
H 1.7603 -0.8272 -3.2734 0.0 0.1 0.0
O 2.7286 -2.2059 -0.3101 -0.1 0.0 -0.1
H 1.7715 0.6734 -0.0928 0.0 -0.8 -0.2
C -1.6489 0.4767 0.8054 -1.4 2.6 -0.4
C 0.8175 0.9734 0.3217 -0.5 0.9 -0.8
H -3.3094 1.6151 -0.0045 -0.6 -0.3 -0.8
H -0.5520 -0.2095 -0.8783 0.1 0.3 0.4
H 3.1685 -2.0757 0.5365 0.1 -0.1 -0.1
H 1.3732 -1.0380 -1.8224 0.2 0.3 0.0
H 0.5840 1.8679 -0.2989 0.0 -0.3 0.8
H -2.5167 -0.2191 0.8229 1.3 -0.6 -0.4
H 0.9000 -1.4010 1.1001 -0.1 0.3 0.2
H -1.8060 1.4974 -1.0633 -0.5 0.3 -0.8
C -0.3363 -0.0079 0.1895 -0.6 -1.4 0.5
H -2.4192 1.0984 2.4322 0.7 0.0 0.2
N -0.0845 -1.2992 0.8723 0.9 -1.1 -0.7
H 0.9941 1.2314 1.3522 -0.2 0.3 0.4
C -2.2399 1.6640 -0.0965 0.7 -0.5 1.8
H -0.1778 -2.0735 0.1968 -0.3 0.5 0.4
H -2.0587 2.6832 0.2627 0.8 -0.3 0.0
```
Positions in Å, forces in eV/Å.

Atom charges from the Löwdin analysis, given in e for atoms 1 to 8:
1. O -0.061
2. O -0.062
3. H 0.049
4. H 0.039
5. O -0.050
6. H 0.060
7. C -0.377
8. C -0.051

---

C4H15NO3 | ωB97M-V/def2-TZVPD

LUMO level	0.03047	Ha
spin multiplicity	1
SMILES	COC[C@H](C)N.O.O
calculated total energy	-12023.4219	eV
energy relative to the best compared isomer or geometry (same formula, charge and spin)	18.4	kcal/mol
HOMO level	-9.65	eV

The geometry in XYZ format:
```
23
Properties=species:S:1:pos:R:3:forces:R:3
C -0.0743 -0.3439 -3.2624 0.5 0.2 0.0
C 0.2847 0.5635 0.2196 -1.3 -1.6 -0.2
H -0.1625 -1.2681 -0.8589 0.1 -0.4 0.5
H 0.4853 2.3913 1.1902 0.2 0.0 -0.5
H -0.7108 -3.0391 2.0522 0.2 -0.2 0.3
H 1.4887 -0.6757 -1.1684 0.3 0.0 0.0
H -0.6204 0.2618 -3.9767 -0.1 0.1 -0.1
H 0.6734 0.4722 2.1904 0.0 -0.8 -0.5
H 0.0376 2.5842 -0.4850 0.0 0.1 -0.4
O -1.6712 0.3502 2.4326 -0.2 -0.4 0.4
H 1.8678 -0.0221 1.2282 -0.3 -0.5 0.3
N 0.8527 -0.1446 1.3712 1.3 1.4 0.8
H -0.8046 0.5412 0.3492 0.2 0.2 0.2
H -1.5443 -0.6187 2.3879 -0.1 0.3 -0.2
H 1.7386 2.2059 -0.0517 0.0 -0.1 -0.2
C 0.4506 -0.3798 -0.9882 0.1 0.9 0.6
O -0.7780 -2.2821 1.4770 -0.4 0.3 -0.1
H -0.5855 -1.3018 -3.1407 0.2 -0.2 -0.2
C 0.6841 2.0141 0.1643 0.1 0.2 0.8
H -0.0175 -1.6651 1.6195 0.1 -0.2 -0.2
H 0.9687 -0.4450 -3.6402 -0.5 -0.3 0.2
O -0.0753 0.3399 -2.0390 -0.3 0.9 -1.3
H -2.4879 0.4616 2.9289 0.0 0.1 0.0
```
Positions in Å, forces in eV/Å.

Atom charges from the Löwdin analysis, given in e for atoms 1 to 8:
1. C -0.105
2. C -0.437
3. H 0.114
4. H 0.087
5. H 0.031
6. H 0.129
7. H 0.084
8. H 0.091

---

C4H15NO3 | ωB97M-V/def2-TZVPD

LUMO level	0.02806	Ha
spin multiplicity	1
SMILES	C=C(N)CC.O.O.O
calculated total energy	-12023.8753	eV
energy relative to the best compared isomer or geometry (same formula, charge and spin)	7.9	kcal/mol
HOMO level	-8.63	eV

The geometry in XYZ format:
```
23
Properties=species:S:1:pos:R:3:forces:R:3
C 0.2625 -0.7800 -1.6658 -0.2 -0.8 0.2
H -0.0290 -0.3306 -2.6081 0.1 0.2 -0.2
O -2.6268 -0.6018 0.6324 -0.2 0.1 0.3
H -0.6689 -0.9223 -1.1033 0.0 0.2 -0.1
C 1.9188 -0.2296 0.1267 0.3 -0.6 0.4
H 2.4049 0.4287 0.8420 0.1 0.4 -0.5
C 1.0985 0.1519 -0.8580 -0.2 0.7 0.4
H 0.8675 0.2118 2.0447 -0.3 -0.1 0.1
H -1.0246 1.9146 0.5534 0.2 -0.2 0.2
H 0.3886 -2.8968 -1.2562 -0.3 -0.5 0.2
C 0.8700 -2.1746 -1.8840 0.6 0.5 -0.3
H 0.7930 -2.4726 -2.9304 -0.1 -0.1 0.1
N 0.8139 1.4959 -1.0627 -0.6 0.0 -0.2
H -1.0987 1.3122 2.0007 0.5 0.1 -0.2
O 0.1007 0.1638 2.6419 0.0 -0.7 0.0
H -2.4290 0.3101 0.9405 0.1 -0.1 -0.3
O -1.5870 1.8270 1.3336 -0.6 0.3 -0.1
H 1.9340 -2.1885 -1.6242 -0.2 0.0 -0.2
H 2.1226 -1.2724 0.3236 -0.1 -0.1 -0.2
H -0.3131 -0.6885 2.4027 0.2 0.5 0.1
H 0.3496 1.7936 -1.9149 0.4 -0.3 0.3
H 1.4915 2.1291 -0.6972 0.2 0.5 0.0
H -3.5032 -0.7676 0.9980 0.1 -0.2 -0.1
```
Positions in Å, forces in eV/Å.

Atom charges from the Löwdin analysis, given in e for atoms 1 to 8:
1. C -0.192
2. H 0.105
3. O -0.089
4. H 0.105
5. C -0.011
6. H 0.061
7. C -0.427
8. H 0.009

---

C4H15NO3 | ωB97M-V/def2-TZVPD

LUMO level (spin up / spin down)	-0.13551 / -0.31742	Ha
spin multiplicity	2
calculated total energy	-12013.4932	eV
energy relative to the best compared isomer or geometry (same formula, charge and spin)	54.0	kcal/mol
total charge	+1
HOMO level (spin up / spin down)	-14.32 / -14.29	eV

The geometry in XYZ format:
```
23
Properties=species:S:1:pos:R:3:forces:R:3
H 0.8840 -0.5218 -2.1809 -0.4 -0.8 0.1
H 1.5507 -2.8546 -0.0478 -0.2 -0.2 0.1
H 1.2471 -0.2063 0.7518 -0.1 -0.7 -0.5
H -2.4182 -0.6216 1.2103 -0.3 0.2 0.0
H 0.4934 -2.0559 -0.9039 -0.3 -0.5 0.3
H 1.8544 1.1383 0.8792 0.2 -0.4 0.5
H -0.5075 0.7047 3.8536 -0.1 0.4 0.0
C 1.0730 1.3563 -1.4409 -1.0 -0.3 -0.3
O 1.7678 0.2978 1.3652 0.2 1.0 0.1
O 1.4088 -2.3133 -0.8273 0.6 0.3 -0.2
C -1.5197 -0.5922 0.6062 -0.5 -1.7 0.2
H 2.1379 1.3760 -1.6216 0.0 0.0 0.1
H -2.8947 -0.2001 -0.7615 -0.3 -1.0 -1.0
H -1.0658 -1.5594 0.8441 0.4 0.0 -0.2
C 0.3396 0.2632 -1.6912 0.4 1.7 0.0
O -0.2345 1.4284 3.2675 0.0 -0.8 0.1
H -1.5507 1.3879 -1.4819 0.2 -0.1 0.6
H 0.6825 1.1761 3.0867 0.0 0.2 -0.2
H 0.5645 2.2765 -1.1677 0.3 0.1 0.3
C -1.1560 0.3718 -1.6790 0.0 -1.1 -1.2
H -1.5260 0.2750 -2.7059 -0.2 -0.5 -0.1
H -0.8694 0.2060 0.9530 0.3 0.3 -0.4
N -1.9273 -0.5356 -0.8079 0.6 3.6 1.8
```
Positions in Å, forces in eV/Å.

Atom charges from the Löwdin analysis, given in e for atoms 1 to 8:
1. H 0.104
2. H 0.062
3. H -0.027
4. H 0.111
5. H -0.011
6. H 0.047
7. H 0.047
8. C 0.057

---

C4H15NO4 | ωB97M-V/def2-TZVPD

LUMO level	0.01896	Ha
spin multiplicity	1
SMILES	C[C@H](O)[C@@H](N)CO.O.O
calculated total energy	-14070.6867	eV
energy relative to the best compared isomer or geometry (same formula, charge and spin)	46.7	kcal/mol
HOMO level	-9.64	eV

The geometry in XYZ format:
```
24
Properties=species:S:1:pos:R:3:forces:R:3
H 0.8283 -3.5558 0.9814 -0.4 -0.4 -0.1
H -1.0977 1.7452 -3.0453 -0.1 -0.3 -0.4
H -0.0957 2.4033 -1.1676 0.5 0.2 -0.5
H 1.3817 -2.1996 0.6609 0.0 -0.2 0.1
H 0.4009 0.9427 -3.5384 0.1 0.2 0.0
O 1.6227 1.2103 -1.5536 -0.1 0.3 -0.1
H 0.0904 -1.1673 -1.1597 0.1 -0.1 -0.1
H 1.6287 0.0672 0.5316 0.2 0.1 0.4
H -1.2250 1.0399 0.1593 -0.2 -0.2 0.1
H -2.2072 -1.1656 3.3750 0.2 -0.3 -0.3
C 0.2066 1.3824 -1.4282 -0.4 -1.4 0.4
C -0.3246 0.5490 -0.2069 1.0 0.0 0.3
H -1.4896 -0.9862 -0.9452 0.2 0.1 0.3
O -2.1424 -0.2388 3.5802 -0.4 0.8 0.5
H 0.8857 1.5066 1.4058 0.5 0.1 -0.6
O 0.1756 -0.2001 2.0442 0.0 0.8 0.4
O 1.3761 -2.8729 1.3587 0.3 0.7 -0.1
N -0.5919 -0.8576 -0.4763 -0.3 -0.2 -0.6
H -0.8852 -0.0056 -2.8740 0.0 -0.1 0.5
H 2.0623 1.9038 -1.0604 0.2 0.1 0.1
H 0.4523 -1.1072 2.1024 0.3 -0.8 -0.3
C 0.7332 0.5169 0.9621 -1.6 0.1 -0.3
C -0.3849 0.9549 -2.7885 -0.3 1.1 0.1
H -1.4003 0.1344 3.0825 0.0 -0.6 -0.1
```
Positions in Å, forces in eV/Å.

Atom charges from the Löwdin analysis, given in e for atoms 1 to 8:
1. H 0.042
2. H 0.079
3. H 0.139
4. H 0.017
5. H 0.079
6. O -0.052
7. H 0.078
8. H 0.113

---

C4H15O5 | ωB97M-V/def2-TZVPD

LUMO level (spin up / spin down)	0.01567 / -0.12678	Ha
spin multiplicity	2
calculated total energy	-14625.3856	eV
HOMO level (spin up / spin down)	-10.40 / -10.39	eV

The geometry in XYZ format:
```
24
Properties=species:S:1:pos:R:3:forces:R:3
C -1.3893 0.3287 1.7017 -1.9 0.1 0.8
H 0.1536 0.6928 -1.8272 -1.4 0.7 -1.1
H -1.3838 -0.6230 -2.2027 -0.6 -0.6 0.0
O -2.1672 -0.7779 1.2302 0.4 -0.4 -0.3
O 2.6560 -1.4732 -0.5204 -0.9 0.1 0.3
H -1.8291 0.5826 2.6836 0.9 -0.4 0.3
O -0.5990 0.8080 -2.4929 0.5 0.1 -0.1
C 1.1279 0.9772 1.6494 1.0 -0.8 -0.5
H 2.6290 1.4144 0.1631 0.4 0.1 -0.4
H 0.1610 -0.8645 0.9094 0.1 0.2 -0.2
H 1.1117 2.3986 -0.0119 0.5 0.0 -0.4
H 0.9024 1.8649 2.2459 -0.2 -0.1 -0.2
C 0.0568 -0.1283 1.7033 0.1 0.6 0.5
H -1.6885 1.2683 1.2246 0.8 -0.1 -1.0
H -2.9627 -0.5276 0.7587 -0.1 0.4 0.1
O -2.0355 -1.3200 -1.9252 0.2 0.3 -0.6
H 2.0493 0.5636 2.0753 -0.3 0.0 0.2
H -1.9102 -1.3933 -0.9864 0.1 -0.2 0.8
H 2.1052 -2.2358 -0.7329 0.5 -0.4 -0.2
H 1.9203 -0.8421 -0.3418 0.9 -0.4 -0.2
H -1.3335 1.2860 -2.0974 0.2 0.1 0.1
O 1.0719 0.4894 -0.7379 1.2 0.7 1.1
C 1.5441 1.4097 0.1844 -2.1 0.1 0.9
H 0.2648 -0.7174 2.5942 -0.3 0.1 0.2
```
Positions in Å, forces in eV/Å.

Atom charges from the Löwdin analysis, given in e for atoms 1 to 8:
1. C -0.248
2. H -0.014
3. H -0.018
4. O -0.081
5. O -0.061
6. H 0.118
7. O -0.072
8. C -0.133

---

C4H15O6 | ωB97M-V/def2-TZVPD

LUMO level	0.12602	Ha
spin multiplicity	1
calculated total energy	-16675.7371	eV
total charge	-1
HOMO level	-4.97	eV

The geometry in XYZ format:
```
25
Properties=species:S:1:pos:R:3:forces:R:3
H 3.1442 -1.1892 -1.1422 4.0 5.1 -3.3
C 0.2017 0.4682 -0.0138 1.9 0.1 0.9
O 2.6228 -1.7726 -0.7857 -3.1 -6.2 3.1
H 0.9791 1.6941 1.8198 -0.3 0.1 -0.9
H 0.5113 -1.8108 -2.9158 0.2 -1.4 -0.5
H 0.8046 1.1499 -0.6727 -0.4 0.3 0.4
H 0.3422 -0.7120 -2.0250 0.0 0.5 0.4
C 0.1815 -0.0289 2.6723 3.5 -2.9 -0.8
O -2.5086 -1.3147 -0.9861 1.1 -2.4 2.5
H 0.7262 0.2512 3.6136 -1.1 0.2 -0.7
C 0.8737 0.6555 1.4516 -1.7 0.9 -0.4
H 0.4630 -1.1609 2.5868 -0.9 1.6 -0.1
H -1.6538 -1.7141 -0.5797 -1.8 0.7 -0.4
H -0.6555 2.0302 -2.0819 2.7 -2.0 0.3
O 0.3559 -0.8068 -0.5148 -1.9 0.4 0.9
H 1.8409 0.3427 1.2206 1.8 -1.0 0.4
O 0.4620 -0.8763 -3.0067 -0.2 0.9 -0.5
H -1.4132 3.1488 -1.6004 -0.5 -0.3 -0.4
O -1.4489 2.4426 -2.2714 -2.2 2.2 0.1
H -2.0220 -0.8188 -1.5914 0.8 1.9 -2.2
O -1.8064 0.8112 3.4624 -1.1 -0.5 -1.1
H -1.6110 -0.2185 1.6931 -2.1 -0.9 -2.2
H -0.8064 0.8532 0.0572 -0.8 0.0 -0.4
C -1.2595 0.1760 2.5733 2.0 1.7 4.1
H 1.6761 -1.6000 -0.9632 0.2 0.9 0.6
```
Positions in Å, forces in eV/Å.

Atom charges from the Löwdin analysis, given in e for atoms 1 to 8:
1. H -0.081
2. C -0.365
3. O -0.036
4. H 0.102
5. H -0.005
6. H 0.108
7. H -0.054
8. C -0.185

---

C4H16BCl3CoCrN4O20 | ωB97M-V/def2-TZVPD

LUMO level (spin up / spin down)	-0.10409 / -0.08379	Ha
spin multiplicity	8
calculated total energy	-155571.9552	eV
HOMO level (spin up / spin down)	-8.87 / -8.87	eV

The geometry in XYZ format:
```
50
Properties=species:S:1:pos:R:3:forces:R:3
Cr 0.3293 -2.1124 1.0824 -1.2 1.6 0.3
H 2.4649 -4.4663 -1.8978 -0.2 0.0 -0.7
Cl 3.8091 2.3422 -1.5173 3.2 0.3 2.7
H 2.5844 -1.6947 4.8777 -0.4 -0.4 -0.3
Co 0.4044 2.0551 -0.7977 1.7 0.1 0.8
H 1.5134 0.7563 0.0705 2.0 1.1 0.2
H 1.4621 -1.5926 6.2928 -0.5 -0.1 -0.2
N -0.9956 1.2139 -3.7926 1.2 1.2 0.9
O 0.7959 -1.6094 3.1809 0.5 -0.4 -1.1
H -4.6271 2.9685 -0.0565 -0.1 -0.2 -0.1
O 1.1996 3.1502 0.9103 -1.3 -0.3 -1.7
N 0.4699 -4.1566 -1.7431 0.1 0.4 0.8
O 2.5480 2.8123 2.7451 -0.7 0.0 0.1
O -0.5916 -1.3458 4.7839 -0.1 0.3 0.1
Cl 1.1905 3.1389 2.3804 2.2 0.3 1.7
H 1.8621 -0.1825 5.2902 0.0 0.0 0.2
O 4.1133 1.3560 -0.5050 -0.6 0.1 -0.1
N -2.6424 2.6094 0.3849 0.4 1.1 -0.8
H -0.8169 -0.0282 -5.2764 -0.4 -0.7 -0.2
C 1.6036 -5.1083 -1.6756 1.6 0.2 -0.6
N 0.5167 -1.3877 4.3612 -0.1 -1.2 0.6
C 1.6769 -1.2606 5.2841 0.6 1.4 -0.1
O 0.3004 2.1380 2.9106 -0.4 0.0 -0.7
O 2.4064 2.2160 -1.8508 -3.1 0.1 -0.6
C -3.7255 2.7415 -0.6155 -0.7 0.0 -0.1
C -1.3972 -0.1050 -4.3551 0.4 0.5 -0.6
O -3.5199 -2.9169 0.4927 0.2 -0.8 0.7
H -0.2681 0.3043 -0.3324 -2.1 0.4 -0.9
O 4.5940 2.0755 -2.6603 -0.1 -0.2 -1.4
O -4.0554 -0.6969 1.0848 1.1 -0.7 -0.3
H -3.7970 1.8481 -1.2287 0.0 -0.2 0.3
O -2.8190 3.0044 1.4884 -0.1 -0.3 0.5
Cl -3.0072 -1.6032 0.6453 -1.7 2.0 -2.5
H 1.0025 -1.0161 -0.4685 0.9 -1.7 -1.5
O -1.2472 2.2207 -4.3978 -0.9 -0.4 -0.4
O -1.9027 -1.5026 1.5735 1.7 -1.0 1.5
H 1.5215 -5.8907 -2.4200 -0.3 0.1 0.0
O -0.1826 -4.0170 -2.7264 0.1 -0.6 -0.3
O -0.2570 1.2523 -2.8068 -0.2 -0.9 0.6
O -1.5507 2.2500 -0.0649 0.0 -0.3 -0.2
H 0.5035 -0.2990 1.1483 -0.5 -0.4 2.9
O 0.3405 -3.4148 -0.7655 -0.1 0.0 1.0
H -3.4877 3.5747 -1.2752 0.3 0.1 0.2
O -2.4514 -1.1891 -0.6404 -0.3 0.1 0.3
H -1.0910 -0.9530 -3.7555 0.0 0.3 0.4
B 0.7281 -0.0523 0.0674 0.0 0.0 -0.7
O 0.8605 4.4522 2.8547 -0.4 -0.5 -0.5
H 1.9782 -5.4634 -0.7165 -1.4 -0.1 0.4
O 4.1178 3.6578 -1.0210 -0.9 -0.4 -0.3
H -2.4644 -0.0732 -4.5465 0.0 0.0 -0.1
```
Positions in Å, forces in eV/Å.

Atom charges from the Löwdin analysis, given in e for atoms 1 to 8:
1. Cr 1.026
2. H 0.122
3. Cl 0.651
4. H 0.105
5. Co 0.887
6. H 0.006
7. H 0.108
8. N -0.387

---

> What is the formula in the eighth record?

C4H16BCl3CoCrN4O20

---

> Which value of spin multiplicity does entry 8 give?

8

---

> spin multiplicity of number 4 (C4H15NO3)?

2

---

> Which of these has the highest calculated total energy?

number 4